No. 1
Entry from the OMol25 dataset: C8H20BCl3F4GeMgN5O5PS3 as an isolated structure (ωB97M-V/def2-TZVPD).

Each line ends with the Löwdin charge.
Atoms and positions in Å:
Mg  -0.382  -0.447  -1.701  0.228
N  -2.724  -0.561  0.307  0.047
N  -2.531  -1.821  0.866  0.025
C  -1.562  -2.599  0.365  -0.474
N  -1.419  -3.851  0.811  0.188
N  -0.733  -2.023  -0.492  -0.026
N  0.054  -2.735  -1.239  -0.532
O  0.390  -2.199  -2.270  -0.163
O  0.503  -3.803  -0.886  0.053
H  -2.934  0.136  1.014  0.083
H  -3.478  -0.570  -0.392  -0.024
H  -3.316  -2.304  1.302  0.161
H  -2.225  -4.342  1.167  0.119
H  -0.730  -4.388  0.278  0.082
S  3.705  0.191  -4.371  0.576
C  2.386  -0.165  -3.387  -1.858
S  2.811  -1.000  -1.983  0.622
S  0.834  0.355  -3.785  0.597
F  -3.499  1.878  -2.235  0.168
B  -2.414  2.148  -1.468  -1.324
F  -2.721  2.168  -0.134  0.158
F  -1.735  3.264  -1.841  0.177
F  -1.492  1.007  -1.682  -0.046
C  4.164  0.203  1.294  -0.079
C  2.948  -0.329  2.035  -0.319
O  1.852  0.563  1.960  -0.307
P  0.525  0.162  1.049  0.912
O  -0.417  1.335  1.629  -0.293
C  -1.159  1.187  2.818  -0.313
C  -0.425  1.804  4.002  -0.070
O  0.838  0.866  -0.373  -0.396
C  1.179  2.269  -0.382  -0.234
C  2.225  2.579  -1.437  -0.069
H  5.004  -0.463  1.471  0.075
H  4.422  1.199  1.647  0.078
H  3.965  0.242  0.225  0.014
H  3.180  -0.448  3.100  0.111
H  2.673  -1.308  1.625  0.101
H  -1.357  0.127  3.018  0.103
H  -2.106  1.712  2.651  0.118
H  0.537  1.314  4.137  0.064
H  -1.020  1.693  4.906  0.072
H  -0.254  2.858  3.805  0.080
H  1.558  2.526  0.613  0.113
H  0.269  2.838  -0.575  0.116
H  3.107  1.956  -1.308  0.058
H  2.519  3.623  -1.354  0.081
H  1.822  2.416  -2.434  0.035
Cl  -3.275  -2.322  -5.075  -0.064
Ge  -2.594  -1.617  -3.065  0.141
Cl  -4.653  -1.511  -2.040  -0.017
Cl  -2.317  -3.816  -2.184  0.052

Forces on atoms 1 to 3 (eV/Å):
0.44 1.83 -1.09
-0.25 0.28 -0.07
-0.49 -0.22 0.17

Results
**Molecular weight**: 683.531 g/mol
**Charge**: -1
**Relative energy (zero: lowest compared OMol25 entry of this formula, charge and spin)**: 135.1 kJ/mol
**Frontier orbital gap (alpha / beta)**: 7.522 / 6.313 eV
**Spin multiplicity**: 2

=====

No. 2
Entry from the OMol25 dataset: C8H20BaO8 as an isolated structure (ωB97M-V/def2-TZVPD).

Each line ends with the Löwdin charge.
Atoms and positions in Å:
Ba  0.947  1.749  1.682  2.050
C  -2.276  1.744  3.798  -0.090
O  -1.290  0.952  3.104  -0.315
H  -1.907  2.322  4.646  0.092
H  -2.783  2.488  3.184  0.093
H  -3.050  1.066  4.156  0.101
H  -1.096  0.082  3.462  0.082
C  -1.709  3.003  -1.073  -0.084
O  -1.525  2.298  0.188  -0.257
H  -2.205  3.969  -0.970  0.094
H  -0.696  3.268  -1.377  0.073
H  -2.123  2.370  -1.858  0.101
H  -2.267  1.702  0.317  0.075
C  3.699  0.377  -1.722  -0.043
O  2.506  0.063  -2.342  -0.004
C  1.294  0.451  -1.899  -0.484
O  1.200  1.106  -0.835  -0.188
O  0.299  0.059  -2.734  0.023
C  0.477  -1.061  -3.688  0.022
H  4.406  -0.051  -2.432  0.125
H  3.810  -0.175  -0.788  0.084
H  3.871  1.403  -1.396  0.107
H  0.826  -1.939  -3.144  0.104
H  1.182  -0.916  -4.506  0.100
H  -0.384  -1.180  -4.346  0.108
C  2.246  -2.570  0.697  -0.033
O  0.895  -2.968  0.609  0.028
C  -0.087  -2.049  0.891  -0.456
O  0.157  -0.855  1.083  -0.095
O  -1.317  -2.671  0.989  0.025
C  -2.509  -1.863  1.076  -0.006
H  3.015  -3.281  0.393  0.120
H  2.559  -2.137  1.647  0.101
H  2.343  -1.727  0.013  0.063
H  -2.947  -1.711  0.090  0.104
H  -2.345  -0.849  1.440  0.067
H  -3.214  -2.468  1.647  0.114

Forces on atoms 1 to 3 (eV/Å):
-1.23 -0.64 -0.99
-0.99 -0.47 0.97
0.93 1.24 -0.96

Results
**Molecular weight**: 381.568 g/mol
**Charge**: +2
**Relative energy (zero: lowest compared OMol25 entry of this formula, charge and spin)**: 137.3 kJ/mol
**Frontier orbital gap**: 10.374 eV

=====

No. 3
Entry from the OMol25 dataset: C8H20Br2LiO4 as an isolated structure (ωB97M-V/def2-TZVPD).

Each line ends with the Löwdin charge.
Atoms and positions in Å:
Li  0.419  -1.674  1.068  0.278
Br  1.884  -0.179  2.427  -0.441
Br  -1.995  -1.371  0.521  -0.519
C  2.036  -2.286  -1.774  -0.061
O  1.539  -2.566  -0.437  -0.285
C  2.404  -3.316  0.349  -0.250
C  1.552  -4.075  1.402  -0.101
O  0.833  -3.130  2.369  -0.368
C  -0.106  -3.689  3.255  -0.132
H  1.515  -1.433  -2.209  0.082
H  1.955  -3.114  -2.479  0.084
H  3.089  -2.012  -1.838  0.087
H  3.099  -2.564  0.721  0.102
H  2.970  -4.012  -0.270  0.121
H  2.196  -4.827  1.857  0.115
H  0.848  -4.673  0.822  0.121
H  -0.497  -3.000  4.004  0.097
H  0.386  -4.498  3.794  0.077
H  -0.931  -4.155  2.717  0.080
C  0.538  1.475  -1.087  -0.076
O  -0.794  2.092  -1.140  -0.204
C  -0.791  3.440  -1.572  -0.206
C  -2.240  4.061  -1.768  -0.165
O  -2.978  3.837  -0.540  -0.176
C  -3.470  5.016  0.122  -0.109
H  0.953  1.663  -2.077  0.066
H  0.509  0.395  -0.936  0.041
H  1.193  1.970  -0.370  0.076
H  -0.170  3.538  -2.462  0.107
H  -0.344  3.974  -0.734  0.118
H  -2.776  3.860  -2.695  0.111
H  -1.996  5.111  -1.928  0.098
H  -2.663  5.614  0.545  0.078
H  -4.178  4.880  0.939  0.080
H  -3.989  5.648  -0.599  0.072

Forces on atoms 1 to 3 (eV/Å):
-0.41 0.58 0.22
0.22 0.18 -0.24
0.30 -0.29 -0.01

Results
**Molecular weight**: 346.993 g/mol
**Charge**: -1
**Relative energy (zero: lowest compared OMol25 entry of this formula, charge and spin)**: 98.4 kJ/mol
**Frontier orbital gap**: 7.011 eV

=====

No. 4
Entry from the OMol25 dataset: a 7-piece molecular cluster, C8H20Cl8N3O6 overall (ωB97M-V/def2-TZVPD).

Each line ends with the Löwdin charge.
Atoms and positions in Å:
N  -0.157  0.579  0.235  0.188
H  0.113  0.062  -0.589  -0.067
H  -0.327  -0.146  0.917  -0.046
H  -0.919  1.229  0.100  0.038
H  0.681  1.110  0.423  0.053
N  -2.878  3.601  0.074  -0.601
O  -2.411  2.506  0.352  -0.010
O  -4.072  3.825  0.094  0.079
O  -2.107  4.515  -0.291  0.087
N  0.861  3.888  0.394  -0.575
O  1.331  2.773  0.699  -0.030
O  0.828  4.455  -0.680  0.073
O  0.192  4.517  1.200  0.128
Cl  1.808  -0.215  -2.003  0.605
C  1.631  0.609  -3.555  -0.601
C  0.980  1.990  -3.392  -0.636
Cl  -0.492  2.039  -2.453  0.664
H  1.067  -0.064  -4.201  0.026
H  2.665  0.588  -3.900  0.071
H  0.792  2.390  -4.389  0.079
H  1.705  2.650  -2.918  0.071
Cl  -0.553  -2.384  -4.474  0.608
C  -2.041  -2.991  -3.857  -0.661
C  -1.964  -2.982  -2.270  -0.561
Cl  -1.925  -1.325  -1.471  0.540
H  -2.080  -3.976  -4.321  0.063
H  -2.900  -2.445  -4.247  0.073
H  -1.021  -3.480  -2.042  0.055
H  -2.788  -3.450  -1.732  0.058
Cl  -1.529  -0.962  2.459  0.639
C  -2.453  -2.157  3.383  -0.622
C  -1.492  -3.313  3.537  -0.721
Cl  -2.180  -4.498  4.629  0.583
H  -3.301  -2.449  2.763  0.077
H  -2.838  -1.801  4.339  0.082
H  -0.608  -2.930  4.045  0.053
H  -1.217  -3.814  2.608  0.075
Cl  4.423  0.532  0.585  0.546
C  4.436  0.124  2.310  -0.647
C  3.079  0.442  3.012  -0.604
Cl  1.934  -0.929  2.812  0.528
H  5.215  0.778  2.702  0.062
H  4.773  -0.905  2.434  0.063
H  2.651  1.355  2.598  0.047
H  3.090  0.658  4.080  0.069

Forces on atoms 1 to 3 (eV/Å):
0.80 -0.98 -0.03
-0.48 0.04 -0.96
-0.10 0.23 0.48

Results
**Molecular weight**: 537.887 g/mol
**Frontier orbital gap (alpha / beta)**: 9.958 / 4.472 eV
**Spin multiplicity**: 2